[1]
{"formula": "C2H2FNO", "method": "ωB97M-V with the def2-TZVPD basis set", "orbital_gap_ev": [9.9784, 8.7828], "mol_weight_g_mol": 75.04, "largest_force_ev_per_a": 4.6, "homo_ha": [-0.40929, -0.36906], "de_lowest_ev": 5.0332, "symbols": ["H", "O", "C", "C", "N", "F", "H"], "positions_angstrom": [[-1.816, -0.621, -2.084], [-0.458, 0.746, -1.451], [0.661, -1.023, 1.143], [-1.455, 0.198, -1.612], [-0.418, -1.155, 1.545], [1.030, -0.103, -1.607], [1.500, -0.739, 0.660]], "nbo_charge": [0.195, -0.151, 0.110, 0.483, -0.353, -0.521, 0.237]}

[2]
{"formula": "C3H3N3O2", "method": "ωB97M-V with the def2-TZVPD basis set", "orbital_gap_ev": 9.9314, "mol_weight_g_mol": 113.08, "largest_force_ev_per_a": 6.1, "homo_ha": -0.37062, "smiles": "NC(=O)c1cnno1", "de_lowest_ev": 4.5454, "symbols": ["C", "N", "H", "C", "H", "O", "C", "N", "O", "N", "H"], "positions_angstrom": [[-0.144, 0.408, 0.193], [1.529, -1.375, -0.566], [1.490, -2.458, -1.052], [0.395, -0.712, -0.707], [-2.329, 0.482, -0.481], [-0.240, -0.898, -1.712], [-1.446, 0.956, 0.064], [-0.237, 2.121, 1.661], [0.486, 0.875, 1.146], [-1.341, 1.967, 0.983], [1.836, -1.366, 0.472]], "nbo_charge": [0.277, -0.797, 0.435, 0.599, 0.272, -0.576, -0.162, 0.088, -0.336, -0.193, 0.394]}

[3]
{"formula": "C26H73ClN5O12", "method": "ωB97M-V with the def2-TZVPD basis set", "orbital_gap_ev": [1.1816, 8.0889], "mol_weight_g_mol": 683.35, "largest_force_ev_per_a": 3.4, "s2": 0.7503, "homo_ha": [0.10620, -0.14878], "total_charge": -2, "spin_multiplicity": 2, "symbols": ["H", "H", "H", "C", "O", "H", "H", "H", "O", "H", "O", "C", "C", "H", "C", "H", "O", "H", "Cl", "H", "H", "O", "H", "H", "H", "H", "N", "H", "N", "H", "H", "C", "H", "H", "H", "H", "H", "H", "H", "H", "H", "H", "H", "N", "C", "H", "H", "C", "H", "H", "O", "H", "O", "H", "H", "H", "H", "H", "C", "H", "O", "H", "C", "H", "H", "C", "H", "O", "O", "H", "H", "H", "H", "C", "H", "H", "H", "C", "C", "H", "N", "H", "H", "C", "H", "H", "C", "C", "C", "C", "H", "C", "C", "O", "C", "N", "H", "O", "C", "H", "H", "H", "H", "H", "H", "H", "H", "H", "H", "H", "H", "C", "H", "C", "C", "C", "H"], "positions_angstrom": [[-8.986, -5.016, 35.981], [-3.625, -2.315, 34.996], [-4.255, 2.502, 39.883], [-5.605, 2.091, 31.496], [-0.143, -1.149, 37.029], [-6.349, -5.767, 40.624], [2.879, -2.637, 37.868], [-3.272, 2.347, 32.566], [-2.781, -3.682, 37.081], [-8.861, -0.007, 38.582], [-4.148, 5.558, 37.144], [-8.613, -4.005, 35.815], [-3.664, 3.757, 34.260], [-3.353, 4.720, 41.054], [-5.437, -3.906, 39.777], [-4.949, 5.149, 39.084], [-6.952, -0.346, 37.147], [-1.692, 4.007, 41.142], [-5.956, 0.304, 36.280], [-8.305, -3.994, 34.769], [-4.847, 0.236, 39.191], [-4.219, 0.710, 41.170], [-2.010, 2.542, 35.095], [1.568, -3.413, 37.363], [-5.442, 3.977, 34.012], [-5.402, -3.462, 40.772], [1.889, -2.518, 37.703], [-5.124, -2.052, 38.442], [-6.777, 5.794, 36.349], [-7.482, 3.600, 38.486], [-5.618, -3.366, 37.604], [0.738, -1.463, 35.938], [-10.686, 1.646, 36.043], [-9.063, -1.964, 35.776], [-2.504, 4.766, 42.528], [2.450, -3.260, 34.985], [-3.125, 4.505, 33.678], [-1.636, 2.322, 42.392], [-6.039, 0.751, 40.358], [-3.449, -3.790, 39.787], [-7.720, -3.913, 36.433], [-2.839, 1.699, 40.116], [-6.797, -2.537, 38.566], [-2.542, 2.066, 42.758], [3.001, -2.536, 35.587], [-2.110, -4.337, 35.206], [-2.154, -0.467, 37.196], [-1.356, -0.651, 36.477], [-5.100, 3.930, 37.815], [0.741, -0.621, 35.246], [-10.690, -3.079, 35.457], [-9.290, -5.760, 39.836], [-4.617, -0.108, 36.486], [-5.015, -3.218, 35.495], [-4.297, 3.032, 42.570], [-6.571, 2.361, 31.069], [-3.970, -5.240, 40.188], [-3.301, -4.037, 37.806], [-9.551, -2.864, 36.150], [-4.835, 2.226, 30.736], [-5.325, 2.875, 32.615], [-9.195, 1.963, 38.030], [-8.925, -5.197, 40.696], [-1.198, 0.264, 35.906], [0.279, -2.248, 35.337], [-5.165, 4.998, 38.026], [-6.774, -5.606, 39.048], [-6.259, 0.032, 34.882], [-9.778, 0.147, 38.823], [-5.389, -0.866, 40.533], [-8.587, 4.699, 37.736], [-7.925, 5.090, 39.342], [-7.556, 6.436, 36.382], [2.123, -1.713, 36.543], [3.356, -1.726, 34.949], [-3.036, 6.449, 38.667], [-6.613, 6.525, 38.241], [-6.531, 5.552, 37.756], [-3.726, 1.982, 40.682], [2.616, -0.749, 36.675], [-4.109, -4.503, 39.511], [-1.782, -1.405, 35.815], [-11.130, 0.013, 36.714], [-3.397, 2.864, 41.980], [-2.275, 6.174, 36.984], [-9.634, -2.774, 37.233], [-6.598, -4.974, 39.918], [-5.774, -2.914, 38.584], [-4.029, -3.326, 35.044], [-10.089, 1.344, 38.106], [-4.063, -3.632, 33.998], [-2.878, 5.796, 37.809], [-2.648, 4.139, 41.648], [-7.889, -4.374, 40.302], [-10.407, 0.828, 36.708], [-4.879, 4.220, 34.815], [-2.166, 2.658, 43.485], [-5.880, 1.725, 36.517], [-4.051, 2.663, 33.259], [-8.575, -5.936, 41.416], [-5.160, 3.390, 35.316], [-10.846, 2.032, 38.485], [-2.233, 4.004, 35.790], [-5.535, 1.016, 31.660], [-9.792, -4.614, 41.008], [-9.569, 0.418, 36.145], [-2.510, 4.835, 38.168], [-4.282, 1.860, 33.960], [-3.358, -5.247, 35.707], [-7.393, 5.062, 36.026], [-10.420, -3.305, 34.564], [-7.699, 4.661, 38.366], [3.800, -3.087, 36.083], [-2.836, 3.179, 35.410], [-3.031, -4.209, 35.775], [-5.136, 0.153, 40.238], [-3.264, 2.864, 36.362]], "mulliken_spin": [0.013, 0.002, -0.089, 0.067, -0.113, 0.005, -0.053, 0.004, -0.104, 0.017, -0.325, 0.148, -0.053, -0.656, 0.080, 0.281, 0.013, 0.076, -0.106, 0.000, 0.021, -0.099, -0.005, -0.039, 0.011, 0.046, -0.013, 0.032, -0.088, 0.140, -0.004, 0.216, -0.007, -0.005, -0.787, -0.003, -0.024, -0.115, -0.020, 0.002, -0.092, -0.008, 0.013, 0.014, 0.243, 0.054, 0.138, -0.277, 0.117, -0.085, -0.056, -0.015, 0.022, 0.011, -0.049, 0.005, -0.042, 0.031, 0.053, -0.002, -0.048, 0.044, 0.291, 0.016, 0.119, -0.992, 0.100, 0.000, -0.038, 0.105, -0.009, -0.085, 0.019, -0.012, -0.063, -0.245, -0.116, 0.421, -0.101, -0.003, 0.002, 0.044, 0.002, 0.529, -0.032, 0.000, 0.104, -0.401, -0.031, -0.049, -0.018, 0.854, 1.887, -0.206, 0.021, -0.004, -0.147, 0.053, 0.058, -0.014, 0.003, 0.005, 0.056, -0.008, -0.019, -0.003, 0.028, -0.017, -0.038, -0.006, 0.007, 0.089, -0.019, 0.078, 0.180, 0.096, -0.028]}

[4]
{"formula": "C50H43Cl5GeN3O3Rh", "method": "ωB97M-V with the def2-TZVPD basis set", "orbital_gap_ev": [6.6356, 5.7818], "mol_weight_g_mol": 1086.69, "largest_force_ev_per_a": 3.0, "s2": 8.7789, "homo_ha": [-0.17536, -0.20036], "total_charge": -1, "spin_multiplicity": 6, "de_lowest_ev": 1.8073, "symbols": ["C", "H", "C", "C", "O", "Ge", "H", "C", "H", "H", "H", "C", "H", "N", "C", "C", "H", "O", "H", "H", "H", "H", "H", "C", "C", "H", "C", "H", "C", "H", "C", "C", "H", "H", "C", "C", "C", "N", "H", "C", "C", "C", "Cl", "H", "Cl", "C", "C", "H", "C", "H", "C", "C", "C", "H", "H", "H", "C", "C", "C", "C", "Cl", "C", "H", "H", "C", "H", "C", "C", "H", "C", "H", "H", "C", "C", "C", "C", "C", "O", "Rh", "Cl", "N", "H", "Cl", "H", "H", "C", "C", "H", "H", "H", "C", "H", "H", "C", "H", "H", "C", "C", "C", "C", "H", "C", "H", "C", "C", "H"], "positions_angstrom": [[12.277, 8.813, 14.792], [10.494, 6.507, 12.091], [12.518, 8.811, 7.379], [7.322, 8.914, 16.157], [6.278, 12.026, 12.224], [12.833, 11.406, 10.735], [10.568, 9.956, 16.480], [6.919, 9.916, 9.460], [8.450, 13.258, 10.800], [13.941, 14.360, 10.691], [14.245, 11.642, 13.547], [15.737, 11.924, 10.509], [14.542, 6.356, 14.169], [9.428, 11.364, 13.746], [12.228, 9.528, 8.519], [13.235, 15.365, 8.888], [7.211, 13.836, 13.753], [10.238, 8.447, 11.475], [8.410, 5.557, 11.219], [7.879, 7.085, 10.537], [15.433, 11.909, 9.468], [15.254, 9.511, 9.978], [11.253, 9.174, 17.926], [9.282, 12.776, 10.295], [13.404, 14.255, 9.759], [8.130, 6.930, 12.318], [14.519, 9.345, 9.212], [14.044, 7.943, 6.182], [9.312, 14.053, 14.494], [11.826, 11.978, 7.737], [11.713, 11.106, 14.449], [8.708, 8.277, 14.316], [9.404, 12.315, 7.594], [6.240, 8.224, 10.622], [8.653, 11.658, 9.478], [9.943, 7.059, 11.255], [10.610, 6.678, 9.905], [11.526, 9.808, 14.120], [7.829, 10.872, 6.320], [7.361, 11.499, 12.376], [8.491, 6.665, 11.327], [7.901, 10.673, 10.189], [10.267, 5.963, 14.456], [16.594, 12.022, 14.261], [9.691, 6.104, 17.549], [8.194, 8.278, 17.064], [13.174, 7.914, 16.873], [12.363, 16.191, 7.101], [16.318, 11.940, 13.185], [14.232, 5.958, 16.611], [13.793, 6.881, 16.163], [6.990, 9.928, 8.083], [7.465, 8.665, 14.794], [9.835, 13.492, 9.635], [12.215, 8.163, 12.092], [5.071, 9.010, 9.468], [13.178, 7.956, 12.566], [8.334, 12.065, 13.382], [12.366, 8.841, 16.223], [12.562, 15.286, 7.696], [6.098, 9.980, 16.738], [8.233, 13.411, 13.857], [11.696, 8.694, 6.691], [13.776, 8.785, 12.201], [13.892, 7.019, 14.763], [11.379, 13.678, 15.198], [12.847, 12.991, 9.447], [17.045, 12.000, 10.931], [9.960, 12.395, 11.057], [13.810, 8.407, 7.102], [15.835, 8.406, 7.768], [13.680, 16.313, 9.225], [14.690, 11.685, 11.434], [8.735, 11.609, 8.104], [10.478, 13.325, 14.686], [13.238, 9.883, 9.479], [9.298, 7.269, 15.125], [12.742, 11.594, 14.981], [9.535, 9.509, 12.903], [8.259, 8.666, 18.701], [7.951, 10.607, 11.582], [17.824, 12.131, 10.170], [5.999, 8.584, 13.845], [13.162, 7.972, 17.968], [13.622, 7.018, 12.222], [14.818, 8.698, 8.010], [10.485, 11.977, 14.295], [11.672, 6.932, 9.918], [10.210, 7.212, 9.042], [11.507, 13.918, 6.413], [12.192, 12.930, 8.156], [11.192, 9.830, 8.656], [10.490, 5.590, 9.684], [9.028, 7.273, 16.485], [9.101, 15.087, 14.799], [5.515, 9.783, 11.027], [11.505, 9.768, 17.020], [11.993, 14.066, 7.354], [5.861, 9.149, 10.201], [17.385, 12.009, 12.263], [11.899, 10.747, 17.241], [13.065, 7.936, 14.060], [6.380, 9.251, 7.416], [15.012, 11.759, 12.790], [7.876, 10.784, 7.398], [18.440, 12.140, 12.597]], "mulliken_spin": [0.020, 0.022, -0.002, -0.005, 0.016, 0.740, -0.005, 0.044, 0.002, 0.002, -0.028, -0.034, 0.000, 0.094, 0.027, -0.013, 0.002, 0.459, -0.002, 0.003, 0.002, 0.007, 0.000, -0.053, 0.025, 0.001, 0.007, 0.002, 0.012, 0.000, 0.147, 0.343, 0.002, 0.002, 0.032, 0.002, 0.005, 0.079, 0.001, 0.036, -0.005, 0.007, 0.027, 0.000, 0.005, 0.047, -0.014, 0.001, 0.009, 0.001, 0.024, -0.016, 0.033, 0.011, 0.003, 0.001, -0.008, 0.038, 0.022, 0.024, 0.006, -0.010, 0.000, 0.008, -0.020, 0.001, 0.053, 0.002, 0.107, 0.011, 0.001, 0.000, 0.014, -0.035, -0.029, 0.042, -0.024, -0.002, 2.406, 0.008, 0.064, 0.001, 0.028, 0.000, 0.000, 0.002, 0.046, 0.001, 0.000, 0.000, -0.014, 0.013, 0.000, -0.005, 0.000, 0.001, 0.002, -0.010, -0.002, -0.002, 0.000, 0.008, 0.001, 0.093, 0.025, 0.000]}

[5]
{"formula": "C4H8NOP", "method": "ωB97M-V with the def2-TZVPD basis set", "orbital_gap_ev": 9.3778, "mol_weight_g_mol": 117.09, "largest_force_ev_per_a": 4.9, "homo_ha": -0.31976, "smiles": "C1CCp2on2C1", "de_lowest_ev": 3.6848, "symbols": ["C", "H", "H", "O", "H", "N", "H", "H", "H", "C", "C", "H", "H", "C", "P"], "positions_angstrom": [[-1.509, 0.364, -0.589], [0.799, -1.178, -0.902], [1.461, -1.299, 1.296], [-1.172, -1.446, 1.326], [2.214, -0.123, -0.663], [-0.301, -0.408, 1.686], [-1.566, -0.644, -1.054], [0.086, 1.035, -2.028], [1.456, 0.516, 1.504], [0.206, 0.893, -0.944], [1.164, -0.261, -0.526], [-2.190, 1.109, -0.990], [0.254, 1.746, -0.354], [0.936, -0.340, 1.002], [-1.838, 0.036, 1.236]], "nbo_charge": [-0.783, 0.207, 0.202, -0.623, 0.221, -0.436, 0.233, 0.213, 0.206, -0.352, -0.443, 0.219, 0.193, -0.232, 1.174]}

[6]
{"formula": "C8H9N2O2S2", "method": "ωB97M-V with the def2-TZVPD basis set", "orbital_gap_ev": 6.8484, "mol_weight_g_mol": 229.31, "largest_force_ev_per_a": 4.5, "homo_ha": -0.13668, "total_charge": -1, "de_lowest_ev": 1.0669, "symbols": ["N", "C", "H", "H", "H", "H", "S", "C", "H", "O", "H", "H", "C", "H", "C", "C", "C", "H", "O", "S", "C", "N", "C"], "positions_angstrom": [[-2.881, -0.411, -0.077], [1.346, -1.911, 0.101], [1.024, -2.414, -1.995], [0.498, -0.141, -2.783], [2.235, -2.658, 0.068], [1.310, 1.794, 2.289], [-3.458, -1.860, 0.250], [0.724, -0.455, -1.749], [1.224, 1.579, -1.114], [-4.653, 0.468, 1.131], [1.054, 2.590, 0.595], [2.603, 2.089, 0.987], [0.703, 0.710, -0.824], [1.983, -0.890, 1.914], [1.585, -0.665, 0.976], [1.411, 0.576, 0.465], [1.017, -1.614, -1.288], [0.540, -2.533, 0.537], [-3.372, 1.932, -0.040], [-1.072, 1.318, -0.715], [-3.814, 0.888, 0.402], [-1.643, -0.202, -0.371], [1.637, 1.814, 1.244]], "nbo_charge": [-0.315, -0.464, 0.194, 0.209, 0.194, 0.234, -0.113, -0.173, 0.205, -0.644, 0.209, 0.211, -0.430, 0.186, -0.183, 0.014, -0.177, 0.237, -0.702, 0.479, 0.883, -0.408, -0.646]}

[7]
{"formula": "CH3Cl2N", "method": "ωB97M-V with the def2-TZVPD basis set", "orbital_gap_ev": 10.9043, "mol_weight_g_mol": 99.95, "largest_force_ev_per_a": 3.1, "homo_ha": -0.37557, "smiles": "ClCNCl", "de_lowest_ev": 0.0000, "symbols": ["H", "H", "N", "H", "C", "Cl", "Cl"], "positions_angstrom": [[-0.239, -0.094, -1.541], [-0.356, -1.137, -0.222], [0.574, 1.005, -0.045], [0.375, 1.019, 0.993], [-0.404, -0.026, -0.538], [-1.955, 0.645, 0.054], [2.229, 0.396, -0.010]], "nbo_charge": [0.198, 0.200, -0.568, 0.369, -0.214, -0.037, 0.052]}

[8]
{"formula": "C6H5NO2", "method": "ωB97M-V with the def2-TZVPD basis set", "orbital_gap_ev": 7.5615, "mol_weight_g_mol": 123.11, "largest_force_ev_per_a": 5.2, "homo_ha": -0.30658, "de_lowest_ev": 5.4719, "symbols": ["C", "C", "H", "O", "H", "N", "C", "H", "C", "C", "H", "C", "O", "H"], "positions_angstrom": [[1.099, 1.917, 1.125], [0.379, 0.922, 0.620], [-0.252, -1.557, -1.274], [-0.307, 0.253, -2.106], [-1.854, -0.674, -1.135], [1.880, 2.764, 1.380], [-0.661, -0.625, -1.105], [-0.068, -2.224, 1.024], [-0.412, -1.322, 1.433], [-0.208, -0.213, 0.397], [0.184, -0.926, 2.272], [0.485, 1.215, -1.921], [1.170, 1.928, -2.567], [-1.434, -1.458, 1.857]], "nbo_charge": [0.171, -0.209, 0.197, -0.454, 0.208, -0.281, -0.075, 0.217, -0.658, 0.001, 0.237, 0.890, -0.474, 0.232]}